Formula: C24H37CuF3N2O3S2Si
Source: the OMol25 dataset
Level of theory: the ωB97M-V functional and the def2-TZVPD basis

XYZ file:
```
73
Properties=species:S:1:pos:R:3
C -3.197 2.678 0.691
Si -4.529 1.285 0.681
C -6.222 2.074 1.042
C -4.006 0.042 2.064
C -2.562 -0.505 1.716
C -1.455 -0.105 2.750
F -1.458 -1.014 3.816
F -1.757 1.144 3.331
C -0.006 0.059 2.086
C 1.134 -0.599 2.938
C 2.499 -0.799 2.126
C 2.639 -2.262 1.555
S 1.935 -2.530 -0.130
C 2.641 -1.362 -1.343
S 1.597 -0.296 -2.061
N 4.029 -1.296 -1.781
C 5.001 -1.665 -0.735
C 5.320 -3.224 -0.669
O 4.430 -4.041 -1.455
C 4.354 -3.622 -2.792
C 4.277 -2.045 -3.009
O 0.192 1.479 1.886
C 0.417 1.701 0.486
C 0.415 3.249 0.100
N 1.108 3.329 -1.226
C 1.164 4.142 1.157
C 2.734 4.009 1.052
O 3.358 3.496 1.925
F 3.444 4.432 -0.060
C -4.481 0.262 -0.942
C -3.318 0.425 -1.825
C -3.251 -0.387 -3.047
C -4.312 -1.350 -3.385
C -5.478 -1.481 -2.499
C -5.546 -0.678 -1.285
H -3.603 3.577 0.158
H -2.895 2.906 1.748
H -2.304 2.252 0.168
H -6.100 3.187 1.182
H -7.005 1.905 0.262
H -6.579 1.687 2.041
H -4.096 0.514 3.072
H -4.707 -0.838 1.960
H -2.197 -0.149 0.706
H -2.533 -1.631 1.643
H -0.036 -0.497 1.103
H 1.348 -0.043 3.889
H 0.797 -1.639 3.203
H 3.319 -0.686 2.896
H 2.677 0.006 1.371
H 2.141 -3.003 2.232
H 3.732 -2.523 1.559
H 5.975 -1.169 -1.025
H 4.749 -1.221 0.267
H 5.193 -3.565 0.396
H 6.381 -3.391 -0.991
H 5.190 -4.063 -3.477
H 3.342 -4.053 -3.204
H 5.302 -1.730 -3.369
H 3.579 -1.770 -3.845
H 1.449 1.333 0.243
H -0.376 1.233 -0.171
H -0.613 3.645 -0.082
H 1.978 2.791 -1.204
H 0.517 2.830 -1.905
H 0.929 3.838 2.212
H 0.894 5.210 0.945
H -2.469 1.117 -1.640
H -2.366 -0.310 -3.724
H -4.163 -1.944 -4.312
H -6.267 -2.215 -2.774
H -6.419 -0.802 -0.608
Cu 4.125 -5.327 -4.087
```

**Electronic energy**: -4297.4418 a.u.
**Charge**: +1
**Orbital gap**: 4.49 eV


Formula: C24H37FN2O2
Source: the OMol25 dataset
Level of theory: the ωB97M-V functional and the def2-TZVPD basis

XYZ file:
```
66
Properties=species:S:1:pos:R:3
C -4.207 -0.616 -2.877
C -3.679 -1.003 -1.526
C -3.839 -0.205 -0.400
C -3.340 -0.584 0.841
C -3.581 0.233 2.078
O -4.024 -0.300 3.082
N -3.346 1.579 2.022
C -3.677 2.339 3.215
C -2.365 2.195 1.136
C -0.997 2.383 1.788
C -0.421 1.078 2.323
C 1.047 1.190 2.711
C 1.622 -0.133 3.207
C 3.150 -0.167 3.227
N 3.720 0.037 1.900
C 3.542 -0.883 0.914
O 3.123 -2.004 1.144
C 3.885 -0.430 -0.492
C 2.730 -0.756 -1.443
C 1.448 -0.069 -0.963
C 0.256 -0.382 -1.857
C 0.553 0.005 -3.301
C 1.827 -0.677 -3.787
C 3.036 -0.375 -2.897
C 4.275 -1.081 -3.441
C -2.682 -1.799 0.976
C -2.492 -2.611 -0.131
C -2.991 -2.193 -1.347
F -2.801 -2.982 -2.426
H -3.391 -0.447 -3.582
H -4.833 -1.404 -3.295
H -4.796 0.297 -2.809
H -4.376 0.733 -0.495
H -4.616 1.979 3.625
H -2.913 2.238 3.992
H -3.771 3.391 2.944
H -2.251 1.573 0.252
H -2.763 3.160 0.808
H -0.324 2.795 1.028
H -1.051 3.129 2.587
H -1.009 0.728 3.179
H -0.517 0.305 1.552
H 1.602 1.516 1.825
H 1.182 1.972 3.467
H 1.247 -0.355 4.210
H 1.283 -0.945 2.559
H 3.551 0.612 3.877
H 3.494 -1.130 3.603
H 3.968 0.970 1.624
H 4.105 0.643 -0.520
H 4.790 -0.962 -0.789
H 2.570 -1.839 -1.398
H 1.231 -0.378 0.063
H 1.614 1.018 -0.944
H 0.046 -1.456 -1.806
H -0.641 0.128 -1.492
H -0.285 -0.257 -3.951
H 0.676 1.092 -3.366
H 1.672 -1.763 -3.803
H 2.051 -0.378 -4.814
H 3.211 0.711 -2.927
H 4.177 -2.164 -3.326
H 4.401 -0.869 -4.504
H 5.190 -0.771 -2.935
H -2.326 -2.105 1.951
H -1.969 -3.555 -0.066
```

**Electronic energy**: -1296.6460 a.u.
**Charge**: 0
**Orbital gap**: 9.69 eV
**Structure (SMILES)**: Cc1cc(C(=O)N(C)CCCCCCNC(=O)C[C@H]2CCCC[C@@H]2C)ccc1F


Formula: C24H37FN2O2
Source: the OMol25 dataset
Level of theory: the ωB97M-V functional and the def2-TZVPD basis

XYZ file:
```
66
Properties=species:S:1:pos:R:3
C -6.510 -0.406 -1.673
C -5.674 -0.754 -0.477
C -5.449 0.132 0.568
C -4.677 -0.215 1.670
C -4.508 0.698 2.846
O -4.715 0.280 3.975
N -4.196 2.008 2.599
C -4.168 2.907 3.738
C -3.509 2.468 1.400
C -1.999 2.609 1.592
C -1.347 1.299 2.010
C 0.167 1.395 2.139
C 0.805 0.076 2.547
C 2.317 0.160 2.710
N 3.011 0.500 1.479
C 3.195 -0.418 0.489
O 2.813 -1.568 0.610
C 3.957 0.106 -0.719
C 4.151 -0.936 -1.812
C 2.820 -1.240 -2.502
C 2.958 -2.318 -3.568
C 4.023 -1.947 -4.591
C 5.343 -1.612 -3.910
C 5.204 -0.518 -2.851
C 6.569 -0.212 -2.244
C -4.116 -1.481 1.743
C -4.301 -2.383 0.708
C -5.070 -1.997 -0.369
F -5.255 -2.878 -1.379
H -5.889 -0.272 -2.561
H -7.225 -1.196 -1.899
H -7.056 0.519 -1.496
H -5.905 1.116 0.522
H -4.819 2.509 4.509
H -3.166 3.015 4.163
H -4.521 3.891 3.422
H -3.694 1.756 0.599
H -3.945 3.425 1.097
H -1.572 2.955 0.646
H -1.776 3.386 2.329
H -1.766 0.968 2.966
H -1.599 0.521 1.280
H 0.588 1.725 1.183
H 0.419 2.170 2.874
H 0.374 -0.262 3.495
H 0.579 -0.693 1.805
H 2.578 0.915 3.454
H 2.702 -0.801 3.056
H 3.342 1.437 1.338
H 3.443 0.988 -1.118
H 4.920 0.456 -0.342
H 4.502 -1.860 -1.335
H 2.085 -1.538 -1.755
H 2.455 -0.315 -2.972
H 3.231 -3.262 -3.083
H 1.998 -2.484 -4.061
H 4.164 -2.759 -5.307
H 3.685 -1.076 -5.164
H 5.739 -2.514 -3.425
H 6.085 -1.306 -4.653
H 4.834 0.387 -3.357
H 6.908 -1.044 -1.621
H 7.310 -0.066 -3.032
H 6.568 0.690 -1.631
H -3.544 -1.759 2.618
H -3.868 -3.373 0.731
```

**Electronic energy**: -1296.6386 a.u.
**Charge**: 0
**Orbital gap**: 9.67 eV
**Structure (SMILES)**: Cc1cc(C(=O)N(C)CCCCCCNC(=O)C[C@H]2CCCC[C@@H]2C)ccc1F


Lowest unoccupied orbital energy for every record listed, in sequence, given in eV: -6.154; 0.621; 0.587.